1.
{"formula": "C4H9FSi", "method": "wB97M-V/def2-TZVPD", "energy_ha": -547.11038, "homo_lumo_gap_ev": 11.96, "largest_force_ev_per_a": 2.89, "lumo_ev": 1.0, "de_lowest_kj_mol": 175.8, "symbols": ["C", "C", "C", "C", "F", "Si", "H", "H", "H", "H", "H", "H", "H", "H", "H"], "positions_angstrom": [[3.67819, 0.45531, -0.47403], [3.53990, 0.54516, -1.63758], [-1.61540, -0.80965, 1.10958], [-0.51934, 0.22053, 1.21765], [-0.88413, 1.91242, -1.02398], [-0.98845, 1.87705, 0.58692], [3.79994, 0.61597, 0.56263], [-2.42788, 2.15546, 0.74678], [3.83139, 0.86048, -2.57600], [-2.02943, -0.85350, 0.09602], [-1.23867, -1.77700, 1.22859], [-2.47106, -0.56174, 1.74225], [0.41235, -0.15262, 0.63451], [0.04177, 0.34351, 2.13371], [-0.11246, 2.94932, 1.10592]]}


2.
{"formula": "C2H7N3OS", "method": "wB97M-V/def2-TZVPD", "energy_ha": -717.93213, "homo_lumo_gap_ev": 9.85, "largest_force_ev_per_a": 3.93, "lumo_ev": 0.6, "de_lowest_kj_mol": 377.5, "symbols": ["C", "C", "H", "H", "H", "H", "H", "H", "H", "N", "N", "N", "O", "S"], "positions_angstrom": [[-0.61494, -1.22851, -2.20569], [0.63203, 0.25570, 0.79783], [-0.28642, -0.36866, -2.96033], [-1.68800, -1.55110, -2.47962], [-0.17631, -2.27244, -2.54364], [1.28084, -1.40760, 0.25627], [1.10471, 0.69037, 2.51221], [-1.20424, 1.00554, 0.46772], [-0.24822, 2.30280, 3.08690], [0.67684, -0.68428, -0.19553], [1.34061, -0.04825, 1.81005], [-0.19048, 1.49564, 0.52287], [-0.69014, -1.00123, -0.73025], [0.06370, 2.81201, 1.66121]]}


3.
{"formula": "C2H7N5O", "method": "wB97M-V/def2-TZVPD", "energy_ha": -429.26457, "homo_lumo_gap_ev": 9.80, "largest_force_ev_per_a": 7.33, "lumo_ev": 0.7, "de_lowest_kj_mol": 417.2, "symbols": ["C", "C", "H", "H", "H", "H", "H", "H", "H", "N", "N", "N", "N", "N", "O"], "positions_angstrom": [[-1.31712, 0.68023, 0.63742], [1.30434, -0.61359, -0.48950], [-2.38504, 2.12413, 1.12445], [-2.31641, 2.16343, -0.54639], [0.48330, 0.09624, 1.64729], [-1.60192, -0.31714, -1.35109], [1.54873, -2.54503, -0.60829], [3.20842, -1.52020, -0.28178], [1.16994, 1.28095, -0.73015], [-2.37151, 1.46856, 0.18939], [-0.63237, 0.49993, 1.78008], [-0.81658, 0.02898, -0.67591], [2.01719, -1.67846, -0.33006], [1.79660, 0.54081, -0.76881], [0.00206, -0.96263, -0.18805]]}


4.
{"formula": "C2HCl2N2O", "method": "wB97M-V/def2-TZVPD", "energy_ha": -1181.44490, "charge": 1, "homo_lumo_gap_ev": [6.78, 7.27], "largest_force_ev_per_a": 5.06, "lumo_ev": [-7.9, -7.1], "de_lowest_kj_mol": 484.6, "symbols": ["C", "C", "N", "N", "O", "Cl", "Cl", "H"], "positions_angstrom": [[-0.95558, 1.04168, -0.27102], [1.22448, -0.36004, 0.15357], [-1.58091, -1.02589, 0.63798], [-1.61632, 0.01583, 0.02807], [-0.76873, 1.93583, -0.94182], [1.78726, -0.29972, -1.36303], [0.41927, -1.65844, 0.75297], [1.49052, 0.35076, 1.00327]]}


Repeat the fourth record exactly.
{"formula": "C2HCl2N2O", "method": "wB97M-V/def2-TZVPD", "energy_ha": -1181.44490, "charge": 1, "homo_lumo_gap_ev": [6.78, 7.27], "largest_force_ev_per_a": 5.06, "lumo_ev": [-7.9, -7.1], "de_lowest_kj_mol": 484.6, "symbols": ["C", "C", "N", "N", "O", "Cl", "Cl", "H"], "positions_angstrom": [[-0.95558, 1.04168, -0.27102], [1.22448, -0.36004, 0.15357], [-1.58091, -1.02589, 0.63798], [-1.61632, 0.01583, 0.02807], [-0.76873, 1.93583, -0.94182], [1.78726, -0.29972, -1.36303], [0.41927, -1.65844, 0.75297], [1.49052, 0.35076, 1.00327]]}